The following is a quantum chemistry calculation of the molecule C6H14, from OMol25.

Each line ends with the natural charge from an NBO analysis.
Positions of all 20 atoms, in Å:
C 1.492 -0.817 2.053  -0.62
C 1.903 -0.795 0.559  -0.40
C 0.890 -0.521 -0.645  -0.40
C -0.610 -0.330 -0.311  -0.41
C -0.966 1.083 -0.929  -0.38
C -2.460 1.245 -1.036  -0.63
H 2.203 -0.493 2.823  0.22
H 0.592 -0.215 2.182  0.20
H 1.384 -1.874 2.295  0.21
H 2.775 -0.143 0.356  0.20
H 2.159 -1.856 0.368  0.19
H 1.339 0.361 -1.126  0.20
H 1.086 -1.363 -1.297  0.21
H -0.699 -0.140 0.754  0.20
H -1.384 -1.026 -0.607  0.21
H -0.523 1.989 -0.464  0.20
H -0.557 0.956 -1.930  0.19
H -2.918 1.297 -0.032  0.20
H -2.794 0.443 -1.717  0.20
H -2.911 2.198 -1.293  0.21

For the HOMO-LUMO gap, the calculation gives 11.5 eV. Its total charge is 0. Its SMILES is CCCCCC. The LUMO energy is 1.2 eV. For the energy above the lowest of the compared OMol25 structures with the same formula, charge and spin, the calculation gives 1.725 eV. Its spin multiplicity is 1. The calculation puts the maximum force at 3.5 eV Å⁻¹.

***

The following is a quantum chemistry calculation of the molecule C4H8N2O, from OMol25.

Each line ends with the natural charge from an NBO analysis.
Positions of all 15 atoms, in Å:
C -1.213 -0.542 -2.147  -0.03
N -0.399 -0.337 -1.194  -0.33
N -0.199 -1.479 -0.401  -0.30
C -0.043 -1.278 0.832  0.15
C -0.078 0.119 1.524  -0.51
C 1.026 1.129 1.182  -0.05
O 0.827 1.927 0.015  -0.75
H -1.718 -1.491 -2.243  0.17
H -1.379 0.178 -2.953  0.19
H 0.168 -2.089 1.472  0.19
H -0.010 -0.043 2.623  0.22
H -1.005 0.536 1.265  0.23
H 1.079 1.826 2.064  0.18
H 1.901 0.532 1.113  0.16
H 0.378 1.275 -0.640  0.49

For the HOMO-LUMO gap, the calculation gives 10.1 eV. Its total charge is 0. Its SMILES is C=N/N=C\CCO. The LUMO energy is 0.4 eV. For the energy above the lowest of the compared OMol25 structures with the same formula, charge and spin, the calculation gives 3.311 eV. Its spin multiplicity is 1. The calculation puts the maximum force at 3.0 eV Å⁻¹.

***

The following is a quantum chemistry calculation of the molecule C2H4OP2, from OMol25.

Each line ends with the natural charge from an NBO analysis.
Positions of all 9 atoms, in Å:
C -2.550 -0.170 -0.309  -0.14
C -1.411 -0.056 0.072  -0.45
P 0.086 0.557 0.793  0.80
O 0.391 1.922 -0.684  -0.92
P 1.624 -0.692 -0.235  0.01
H -3.341 -0.574 -0.879  0.24
H -0.512 1.942 -1.003  0.47
H 2.339 -1.744 0.526  0.02
H 2.520 0.228 0.209  -0.01

For the HOMO-LUMO gap, the calculation gives 8.6 eV. Its total charge is 0. Its SMILES is C#CP(O)#[PH2]. The LUMO energy is -0.4 eV. For the energy above the lowest of the compared OMol25 structures with the same formula, charge and spin, the calculation gives 1.899 eV. Its spin multiplicity is 1. The calculation puts the maximum force at 4.0 eV Å⁻¹.

***

The following is a quantum chemistry calculation of a 2-piece molecular cluster, C6H16N overall, from OMol25.

Each line ends with the natural charge from an NBO analysis.
Positions of all 23 atoms, in Å:
C -0.300 1.046 -0.250  -0.27
C -0.370 2.288 -1.142  -0.39
C -0.218 3.615 -0.438  -0.62
N -0.226 -0.203 -0.979  -0.38
H 0.590 1.183 0.392  0.29
H -1.159 0.941 0.415  0.24
H -1.297 2.254 -1.771  0.26
H 0.416 2.242 -1.930  0.24
H -1.030 3.816 0.299  0.24
H 0.757 3.632 0.083  0.23
H -0.281 4.462 -1.107  0.28
H -0.972 -0.906 -0.994  0.45
H 0.616 -0.305 -1.536  0.44
H 0.199 -1.136 0.351  0.31
C 0.583 -3.294 0.145  -0.67
C 0.791 -2.064 0.980  -0.25
C -0.236 -1.460 1.740  -0.13
H 0.796 -4.175 0.768  0.32
H -0.462 -3.456 -0.137  0.24
H 1.187 -3.382 -0.760  0.28
H 1.821 -2.096 1.367  0.32
H 0.025 -1.071 2.725  0.30
H -1.230 -1.930 1.778  0.29

For the HOMO-LUMO gap (alpha / beta), the calculation gives 8.8 / 5.9 eV. Its total charge is +2. The LUMO energy (alpha / beta) is -10.5 / -13.2 eV. For the energy above the lowest of the compared OMol25 structures with the same formula, charge and spin, the calculation gives 4.917 eV. Its spin multiplicity is 2. The calculation puts the maximum force at 4.0 eV Å⁻¹.

***

The following is a quantum chemistry calculation of a 20-piece molecular cluster, H41O20 overall, from OMol25.

Each line ends with the natural charge from an NBO analysis.
Positions of all 61 atoms, in Å:
O -0.672 -0.518 0.333  -0.93
H 1.308 4.221 -3.391  0.49
O -2.312 -1.002 -3.518  -0.98
H -2.643 -0.153 -3.225  0.50
H -2.681 -1.243 -4.366  0.47
O -4.841 -0.967 0.776  -0.97
H -4.427 -1.868 0.789  0.47
H -5.732 -1.359 0.712  0.48
O 0.991 -4.142 2.236  -0.96
H 0.429 -3.621 2.821  0.48
H 2.792 -2.207 -2.093  0.58
O 0.322 -2.284 -4.845  -0.94
H -4.222 3.544 1.295  0.50
H 1.539 -4.727 2.756  0.48
O -3.558 2.934 1.614  -0.97
H -4.716 -0.909 -1.912  0.48
H -3.938 2.338 2.259  0.49
O -4.686 0.035 -1.779  -0.97
H -4.158 0.355 -1.052  0.49
H -0.928 -2.620 -2.039  0.51
O 3.291 -0.129 -2.287  -1.01
H 3.715 0.533 -1.714  0.53
H 2.733 0.246 -2.981  0.49
O 4.666 -1.338 -0.630  -0.97
H 5.480 -1.036 -1.050  0.49
H -0.599 -2.161 -5.205  0.50
O -0.542 2.995 -2.409  -1.01
H -0.969 2.748 -1.516  0.49
H -1.003 2.352 -2.968  0.45
O 2.152 3.267 1.742  -0.95
H 3.099 3.244 1.870  0.49
H -0.414 -1.448 0.350  0.46
O 3.478 2.754 -0.593  -0.95
H 3.247 3.494 -1.176  0.50
H 2.529 2.526 -0.560  0.45
O -2.994 -2.884 1.404  -0.95
H -3.056 -1.947 1.692  0.48
H -3.597 -3.439 1.919  0.50
O 2.017 3.641 -3.105  -0.96
H -1.477 -0.513 0.851  0.47
H 1.557 2.807 -2.989  0.47
O 2.259 -2.215 -1.263  -0.78
H 1.823 2.441 1.399  0.46
H 1.798 -1.380 -1.006  0.57
O -1.452 2.235 -0.213  -0.96
H -2.374 2.285 0.237  0.52
H -0.928 2.656 0.507  0.49
O 1.473 1.400 5.870  -0.92
H 1.244 2.041 5.190  0.47
H 1.262 0.580 5.415  0.45
O 0.003 -2.611 -2.286  -1.02
H 1.406 -2.680 -1.561  0.55
H -0.026 -2.716 -3.314  0.52
O -1.424 2.332 4.573  -0.95
H -1.375 3.079 3.967  0.48
H -1.710 1.516 4.167  0.47
O 2.322 -3.069 4.658  -0.98
H 3.088 -3.092 4.092  0.49
H 2.054 -2.252 5.082  0.49
H 0.772 -2.851 -5.488  0.50
H 4.901 -1.957 0.063  0.48

For the HOMO-LUMO gap, the calculation gives 10.0 eV. Its total charge is +1. The LUMO energy is -3.0 eV. For the energy above the lowest of the compared OMol25 structures with the same formula, charge and spin, the calculation gives 4.334 eV. Its spin multiplicity is 1. The calculation puts the maximum force at 3.6 eV Å⁻¹.

***

The following is a quantum chemistry calculation of C6H10N as an isolated structure, from OMol25.

Each line ends with the natural charge from an NBO analysis.
Positions of all 17 atoms, in Å:
C 2.149 -0.727 0.522  -0.44
C 1.119 0.321 0.173  0.19
C 0.667 -1.515 0.508  0.00
C -0.003 -0.458 -0.327  0.03
C 0.690 1.502 1.007  -0.66
C -2.702 0.124 -0.269  -0.30
N 0.442 -1.667 -0.936  -0.59
H 2.821 -1.052 -0.189  0.25
H 2.670 -0.281 1.374  0.27
H 1.398 1.521 1.848  0.25
H -0.335 1.447 1.231  0.25
H 0.789 2.354 0.322  0.28
H -3.109 -0.885 -0.495  0.21
H -2.544 0.924 -0.941  0.20
H -2.544 0.310 0.791  0.19
H 1.073 -1.724 -1.688  0.43
H -0.302 -2.389 -1.025  0.46

For the HOMO-LUMO gap (alpha / beta), the calculation gives 7.1 / 8.7 eV. Its total charge is +1. The LUMO energy (alpha / beta) is -5.8 / -4.5 eV. For the energy above the lowest of the compared OMol25 structures with the same formula, charge and spin, the calculation gives 7.916 eV. Its spin multiplicity is 1. The calculation puts the maximum force at 4.1 eV Å⁻¹.